ORCA calculation (ωB97M-V/def2-TZVPD) on the molecule C5H10O2.

Calculated values
- energy (eV) = -9441.6793
- HOMO-LUMO gap (eV) = 10.8
- SMILES = C[C@@H]1OC[C@H](C)O1

```
! wB97M-V def2-TZVPD RIJCOSX def2/J DEFGRID3
* xyz 0 1
C 0.121 -1.966 -0.991
C 0.319 -0.462 -1.072
C -0.969 0.371 -1.027
O -0.602 1.508 -0.253
C 0.483 1.167 0.621
C 0.136 1.057 2.088
O 1.007 -0.053 0.108
H 1.097 -2.466 -0.936
H -0.416 -2.329 -1.870
H -0.442 -2.204 -0.085
H 0.909 -0.215 -1.968
H -1.798 -0.179 -0.555
H -1.298 0.704 -2.023
H 1.247 1.946 0.525
H -0.665 0.345 2.282
H 1.029 0.745 2.655
H -0.159 2.032 2.502
*
```

Atom charges from the natural (NBO) analysis, given in e for atoms 1 to 8:
1 C -0.62
2 C 0.07
3 C -0.09
4 O -0.53
5 C 0.39
6 C -0.65
7 O -0.54
8 H 0.22


ORCA calculation (ωB97M-V/def2-TZVPD) on the molecule C5H10O2 in a non-equilibrium geometry.

Calculated values
- energy (eV) = -9437.9588
- HOMO-LUMO gap (alpha / beta) (eV) = 8.2 / 8.2

```
! wB97M-V def2-TZVPD RIJCOSX def2/J DEFGRID3
* xyz 0 1
C -2.152 -0.973 -1.264
O -1.016 -0.431 -0.963
C -0.763 0.696 -0.360
C 0.347 -0.577 1.943
O 0.952 0.570 1.401
C 0.638 0.970 0.056
C 1.676 0.449 -0.935
H -0.592 -0.844 1.446
H -3.072 -0.468 -0.990
H -2.092 -1.899 -1.813
H -1.617 1.261 0.009
H 1.012 -1.449 1.917
H 0.116 -0.351 2.989
H 0.746 2.058 0.114
H 1.589 0.988 -1.884
H 2.678 0.619 -0.532
H 1.553 -0.619 -1.134
*
```

Atom charges from the natural (NBO) analysis, given in e for atoms 1 to 8:
1 C -0.13
2 O -0.36
3 C 0.05
4 C -0.25
5 O -0.54
6 C 0.03
7 C -0.63
8 H 0.17


ORCA calculation (ωB97M-V/def2-TZVPD) on a 2-piece molecular cluster, C5H10O2 overall.

Calculated values
- energy (eV) = -9440.4926
- HOMO-LUMO gap (eV) = 10.5
- SMILES = CCC(=O)CC=O.[H][H]

```
! wB97M-V def2-TZVPD RIJCOSX def2/J DEFGRID3
* xyz 0 1
C -2.300 -0.537 -0.472
C -1.119 0.421 -0.548
C 0.242 -0.213 -0.688
O 0.404 -1.372 -0.994
C 1.437 0.742 -0.634
C 2.385 0.584 0.537
O 2.191 -0.104 1.504
H -3.247 0.009 -0.551
H -2.256 -1.270 -1.281
H -2.308 -1.085 0.474
H -1.157 1.008 -1.479
H -1.117 1.152 0.271
H -0.100 -1.301 1.660
H 0.479 -1.596 1.308
H 1.146 1.804 -0.650
H 1.999 0.538 -1.550
H 3.314 1.191 0.466
*
```

Atom charges from the natural (NBO) analysis, given in e for atoms 1 to 8:
1 C -0.61
2 C -0.51
3 C 0.63
4 O -0.54
5 C -0.63
6 C 0.46
7 O -0.50
8 H 0.21